Record 1
{"formula": "C8H15N3O", "method": "ωB97M-V with the def2-TZVPD basis set", "lumo_energy_ev": 0.7950, "multiplicity": 1, "e_homo_ev": -8.96, "gap_ev": 9.76, "charge": 0, "species": ["C", "C", "O", "N", "C", "C", "N", "N", "C", "C", "C", "C", "H", "H", "H", "H", "H", "H", "H", "H", "H", "H", "H", "H", "H", "H", "H"], "positions_angstrom": [[4.37169, -1.43774, -0.37258], [3.56288, -0.74747, 0.43039], [3.54541, 0.57416, 0.32924], [2.20322, 0.88370, 0.73117], [1.08786, 1.26247, 0.01498], [1.09839, 0.59367, -1.29091], [0.53469, 2.27537, 0.54536], [-0.77095, 2.25041, 0.15112], [-1.11842, 1.05928, 0.06131], [-2.47465, 0.64790, -0.47838], [-3.46855, -0.12641, 0.56604], [-3.21395, -1.57932, 0.59781], [4.43345, -2.51449, -0.28717], [4.98695, -1.01358, -1.11989], [2.85594, -1.07126, 1.22145], [2.05794, 1.45572, 1.58338], [0.69503, -0.44202, -1.17284], [2.17782, 0.56833, -1.65297], [0.51385, 1.13971, -1.96998], [-0.58595, 0.29341, 0.67884], [-2.96241, 1.51927, -0.87592], [-2.30416, -0.03152, -1.45404], [-3.38854, 0.59180, 1.41335], [-4.53773, 0.01651, 0.25933], [-2.87892, -2.12715, -0.33284], [-3.97824, -2.18124, 1.12923], [-2.44263, -1.85954, 1.29450]]}


Record 2
{"formula": "C5H14N3", "method": "ωB97M-V with the def2-TZVPD basis set", "lumo_energy_ev": -3.9014, "multiplicity": 1, "e_homo_ev": -12.16, "gap_ev": 8.25, "charge": 1, "species": ["H", "N", "C", "N", "C", "C", "C", "C", "N", "H", "H", "H", "H", "H", "H", "H", "H", "H", "H", "H", "H", "H"], "positions_angstrom": [[0.52362, -3.36987, 2.84027], [-0.41483, -3.14358, 2.54140], [-0.72865, -2.06989, 1.95242], [0.08042, -1.08326, 1.39661], [-0.63477, 0.29585, 1.14062], [0.21001, 1.27053, 0.40598], [0.12603, 1.18118, -1.11770], [-0.56227, -0.12215, -1.65366], [1.46382, 1.14456, -1.97763], [-1.79944, -1.97935, 1.82783], [1.04653, -0.83964, 1.74462], [-1.57113, 0.13562, 0.64805], [-0.78313, 0.64241, 2.24547], [-0.26408, 2.35282, 0.67778], [1.15650, 1.34063, 0.82936], [-0.52479, 2.04784, -1.57368], [-1.30694, -0.39029, -0.91120], [-0.04257, -1.03784, -1.73166], [-1.14615, 0.05738, -2.58614], [1.65621, 0.14893, -2.19375], [2.28516, 1.70610, -1.61778], [1.23045, 1.71201, -2.88718]]}


Record 3
{"formula": "C50H46Cl2KN5O3P2", "method": "ωB97M-V with the def2-TZVPD basis set", "lumo_energy_ev": 0.2295, "multiplicity": 1, "e_homo_ev": -6.87, "gap_ev": 7.10, "charge": 0, "species": ["K", "Cl", "C", "C", "C", "Cl", "C", "O", "C", "C", "O", "C", "H", "H", "H", "C", "N", "C", "C", "N", "N", "C", "N", "N", "H", "H", "H", "H", "H", "H", "H", "H", "H", "H", "H", "C", "C", "C", "C", "C", "C", "C", "C", "P", "C", "C", "C", "C", "C", "C", "C", "C", "C", "C", "C", "C", "C", "O", "C", "C", "C", "C", "C", "C", "P", "C", "C", "C", "C", "C", "C", "C", "C", "C", "C", "C", "C", "H", "H", "H", "H", "H", "H", "H", "H", "H", "H", "H", "H", "H", "H", "H", "H", "H", "H", "H", "H", "H", "H", "H", "H", "H", "H", "H", "H", "H", "H", "H", "H"], "positions_angstrom": [[2.29123, -1.12716, 0.50680], [4.57673, -3.42061, 7.38280], [4.08167, -3.24834, 5.71681], [4.62217, -4.11028, 4.74958], [4.24950, -3.99970, 3.44253], [4.92296, -5.10673, 2.27345], [3.29340, -3.02678, 2.96296], [2.95401, -2.95469, 1.75861], [2.78378, -2.16309, 4.00024], [1.83550, -1.11028, 3.71768], [1.37417, -0.81471, 2.62206], [3.17986, -2.29526, 5.34380], [5.33599, -4.86903, 5.04216], [1.52026, -0.52319, 4.60272], [2.75910, -1.62543, 6.08522], [7.19867, -3.12083, -0.21765], [6.45352, -2.87175, -1.43948], [6.57793, -3.84979, -2.50335], [5.32885, -2.06975, -1.32975], [4.90548, -1.50234, -0.27375], [4.65880, -1.90942, -2.55246], [3.58092, -1.08217, -2.84800], [3.32173, -1.06518, -4.21267], [2.89955, -0.47179, -1.96199], [8.12714, -3.62522, -0.47531], [6.64647, -3.73501, 0.50044], [7.46155, -2.17642, 0.25957], [7.51287, -4.38734, -2.36772], [6.64238, -3.38044, -3.48866], [5.76771, -4.58711, -2.50859], [5.45688, -1.76051, 0.53432], [4.99915, -2.44529, -3.32817], [4.11641, -1.15840, -4.82524], [2.67410, -0.34933, -4.50975], [2.21164, 0.11739, -2.42845], [-6.53610, 3.40990, -1.06851], [-5.08553, 3.48311, -0.57857], [-4.81953, 4.88371, 0.00162], [-4.11879, 3.23397, -1.73238], [-4.34369, 3.72845, -3.01522], [-3.43767, 3.51256, -4.04288], [-2.28746, 2.77372, -3.79923], [-2.01549, 2.27510, -2.53080], [-0.58175, 1.19731, -2.12454], [0.41408, 1.33185, -3.67359], [1.44536, 2.27146, -3.70105], [2.22000, 2.44882, -4.83983], [1.97866, 1.68297, -5.97182], [0.96397, 0.73271, -5.95599], [0.19185, 0.55811, -4.81562], [-1.33621, -0.45362, -2.38883], [-0.56546, -1.56638, -2.07340], [-1.03826, -2.85118, -2.29876], [-2.31719, -3.04526, -2.80447], [-3.11109, -1.94303, -3.08713], [-2.62073, -0.65800, -2.88607], [-2.93495, 2.54166, -1.52210], [-2.61373, 2.03601, -0.29674], [-3.60835, 1.81244, 0.61852], [-3.26872, 0.95681, 1.66453], [-4.23811, 0.70743, 2.62716], [-5.49110, 1.30231, 2.54886], [-5.77561, 2.17183, 1.50877], [-4.83620, 2.44960, 0.51753], [-1.54210, 0.31368, 1.72236], [-0.77304, 1.71052, 2.63473], [-1.39907, 2.43454, 3.65018], [-0.74451, 3.47638, 4.28797], [0.54661, 3.82212, 3.90748], [1.17065, 3.12982, 2.88202], [0.51115, 2.08441, 2.24749], [-1.69300, -1.00495, 2.98549], [-1.53513, -0.84160, 4.35918], [-1.63186, -1.92868, 5.21845], [-1.89593, -3.19397, 4.71500], [-2.05301, -3.37024, 3.34734], [-1.94208, -2.28548, 2.49147], [-6.73298, 4.16174, -1.83148], [-7.23101, 3.61196, -0.25487], [-6.76448, 2.42698, -1.48210], [-4.98213, 5.64865, -0.76058], [-3.79230, 4.96786, 0.35978], [-5.49055, 5.07611, 0.84088], [-5.24304, 4.29342, -3.21920], [-3.63165, 3.90466, -5.03204], [-1.59646, 2.58905, -4.61020], [1.64737, 2.86664, -2.81722], [3.01492, 3.18362, -4.84096], [2.58055, 1.82124, -6.86103], [0.76696, 0.13088, -6.83384], [-0.59586, -0.18373, -4.81336], [0.41922, -1.47242, -1.63135], [-0.41358, -3.70066, -2.05293], [-2.69294, -4.04760, -2.96354], [-4.11347, -2.07574, -3.47384], [-3.24598, 0.18998, -3.13630], [-4.01369, 0.02825, 3.44046], [-6.23737, 1.09955, 3.30545], [-6.74380, 2.65312, 1.47808], [-2.41705, 2.19628, 3.93463], [-1.24451, 4.02446, 5.07655], [1.05839, 4.63622, 4.40500], [2.17037, 3.40443, 2.56965], [0.99721, 1.54349, 1.44626], [-1.30745, 0.13525, 4.76486], [-1.49526, -1.78563, 6.28311], [-1.96608, -4.04126, 5.38495], [-2.24141, -4.35732, 2.94490], [-2.03495, -2.43443, 1.42094]]}


Record 4
{"formula": "CHBrClNO2", "method": "ωB97M-V with the def2-TZVPD basis set", "lumo_energy_ev": [-2.3657, -4.3422], "multiplicity": 1, "e_homo_ev": [-10.96, -9.81], "gap_ev": [8.60, 5.46], "charge": 0, "species": ["C", "N", "O", "O", "Cl", "Br", "H"], "positions_angstrom": [[0.37609, 0.26120, -0.58376], [1.50684, 0.46124, 0.23025], [2.47473, 0.95034, -0.34319], [1.44017, 0.07417, 1.35847], [1.07974, -3.05095, -0.64570], [0.53462, 1.04382, -2.17431], [-0.37638, -0.65959, -0.35742]]}